Record 1
80
Properties=species:S:1:pos:R:3 method="wB97M-V/def2-TZVPD" spin_multiplicity=1 total_energy_ev=-50125.89484 smiles=OCCO.OCCO.OCCO.OCCO.OCCO.OCCO.OCCO.OCCO e_above_lowest_ev=1.3698
C 13.98 -6.07 -15.78
C 15.43 -6.53 -15.94
O 16.37 -5.85 -15.12
O 13.62 -6.06 -14.40
H 13.34 -6.85 -16.20
H 13.65 -5.17 -16.31
H 15.76 -6.52 -16.98
H 15.43 -7.59 -15.68
H 17.15 -6.41 -15.02
H 13.89 -5.17 -14.15
C 3.79 -3.82 -17.20
C 5.22 -4.36 -17.13
O 5.93 -4.22 -18.39
O 3.13 -3.70 -15.99
H 3.11 -4.37 -17.86
H 3.79 -2.81 -17.62
H 5.31 -5.42 -16.88
H 5.71 -3.85 -16.30
H 6.19 -3.32 -18.58
H 2.26 -3.40 -16.24
C 4.84 -8.13 -19.08
C 4.55 -6.96 -20.08
O 5.68 -6.16 -20.46
O 4.95 -7.76 -17.72
H 5.81 -8.57 -19.30
H 4.05 -8.87 -19.26
H 3.79 -6.32 -19.63
H 4.19 -7.33 -21.04
H 5.89 -5.66 -19.66
H 5.79 -8.10 -17.39
C 6.22 -9.17 -15.37
C 5.88 -7.90 -14.57
O 7.05 -7.26 -14.02
O 6.98 -8.89 -16.50
H 5.24 -9.61 -15.52
H 6.84 -9.81 -14.74
H 5.13 -7.98 -13.78
H 5.48 -7.15 -15.26
H 7.54 -6.91 -14.77
H 7.90 -8.71 -16.26
C 7.69 -9.62 -11.05
C 8.94 -9.63 -12.00
O 9.25 -8.31 -12.45
O 6.44 -9.63 -11.79
H 7.55 -8.73 -10.44
H 7.80 -10.49 -10.41
H 8.78 -10.40 -12.75
H 9.76 -10.01 -11.39
H 8.59 -8.05 -13.10
H 6.00 -8.80 -11.59
C 9.08 -6.42 -17.04
C 10.21 -6.99 -16.15
O 9.76 -8.16 -15.52
O 7.94 -6.07 -16.29
H 8.87 -7.19 -17.78
H 9.49 -5.54 -17.55
H 10.49 -6.25 -15.40
H 11.17 -7.11 -16.65
H 10.45 -8.50 -14.94
H 7.35 -5.69 -16.95
C 12.55 -8.86 -12.85
C 14.04 -9.21 -12.84
O 14.78 -8.08 -12.54
O 12.10 -8.19 -14.04
H 12.27 -8.29 -11.96
H 11.89 -9.74 -12.84
H 14.26 -9.60 -13.83
H 14.14 -10.08 -12.18
H 14.66 -7.43 -13.24
H 12.61 -7.38 -14.16
C 10.52 -4.16 -11.12
C 10.91 -5.57 -11.65
O 10.57 -6.58 -10.75
O 11.34 -3.83 -10.02
H 9.50 -4.08 -10.75
H 10.68 -3.49 -11.97
H 11.96 -5.67 -11.93
H 10.34 -5.81 -12.55
H 10.32 -7.32 -11.30
H 11.40 -2.87 -9.97

=====

Record 2
80
Properties=species:S:1:pos:R:3 method="wB97M-V/def2-TZVPD" spin_multiplicity=1 total_energy_ev=-50124.77588 smiles=OCCO.OCCO.OCCO.OCCO.OCCO.OCCO.OCCO.OCCO e_above_lowest_ev=2.4888
C 3.39 -1.67 -4.09
C 3.65 -3.18 -3.83
O 5.01 -3.53 -4.10
O 3.40 -1.32 -5.53
H 4.06 -0.97 -3.59
H 2.38 -1.42 -3.74
H 3.05 -3.85 -4.45
H 3.34 -3.43 -2.81
H 5.50 -3.27 -3.31
H 4.21 -1.56 -5.98
C -4.83 1.33 0.40
C -3.39 1.45 1.05
O -2.46 0.44 0.61
O -4.82 1.36 -1.01
H -5.45 2.20 0.63
H -5.35 0.48 0.83
H -3.45 1.56 2.13
H -2.77 2.32 0.84
H -2.77 -0.42 0.92
H -5.52 0.79 -1.35
C -3.19 -3.24 -2.00
C -1.92 -2.89 -1.22
O -0.78 -2.45 -2.06
O -3.83 -1.94 -2.30
H -3.78 -3.98 -1.47
H -2.89 -3.64 -2.97
H -1.59 -3.68 -0.55
H -2.13 -2.05 -0.55
H -0.95 -1.52 -2.21
H -4.29 -1.58 -1.54
C 1.06 -0.41 -0.01
C 2.16 0.18 0.93
O 1.64 1.42 1.43
O 1.57 -1.48 -0.83
H 0.72 0.40 -0.66
H 0.11 -0.64 0.48
H 3.09 0.34 0.40
H 2.41 -0.43 1.79
H 2.16 1.73 2.17
H 0.86 -1.80 -1.40
C -2.14 1.44 -3.67
C -0.83 1.12 -3.06
O -1.05 0.19 -2.00
O -2.72 0.25 -4.16
H -1.98 2.13 -4.50
H -2.81 1.87 -2.93
H -0.38 2.02 -2.64
H -0.24 0.70 -3.87
H -1.56 0.64 -1.33
H -3.12 -0.12 -3.37
C -0.38 3.47 0.08
C -0.75 4.93 0.26
O -0.08 5.50 1.39
O 1.02 3.31 -0.21
H -0.98 3.13 -0.76
H -0.63 2.94 1.00
H -1.83 5.07 0.32
H -0.60 5.50 -0.65
H 0.01 4.71 1.93
H 1.22 2.45 0.17
C 2.72 2.93 4.80
C 3.58 3.87 5.60
O 4.49 3.03 6.35
O 3.48 2.54 3.66
H 1.81 3.42 4.43
H 2.34 2.11 5.42
H 2.92 4.48 6.21
H 4.13 4.51 4.91
H 5.06 2.65 5.69
H 4.36 2.33 3.98
C 0.16 -4.85 2.37
C -0.15 -3.31 2.49
O -0.62 -3.01 3.81
O -1.10 -5.59 2.24
H 0.68 -5.11 3.29
H 0.81 -5.12 1.54
H -0.79 -2.96 1.67
H 0.82 -2.83 2.32
H -1.48 -3.41 3.96
H -0.96 -6.54 2.19

=====

Record 3
85
Properties=species:S:1:pos:R:3 method="wB97M-V/def2-TZVPD" spin_multiplicity=1 total_energy_ev=-69145.05214 e_above_lowest_ev=3.6498 total_charge=-2
S 9.35 13.24 40.53
O 8.95 14.24 39.62
O 9.08 11.92 39.93
O 10.70 13.38 40.89
O 8.53 13.39 41.76
C 5.51 13.68 40.34
C 5.37 12.21 40.37
O 4.78 11.73 39.14
O 5.98 14.20 41.60
H 4.57 14.04 40.01
H 6.26 14.08 39.68
H 4.76 11.96 41.06
H 6.17 11.78 40.44
H 5.15 10.86 38.97
H 6.96 13.95 41.77
C 12.48 15.15 42.98
C 12.73 13.76 43.59
O 12.26 12.66 42.83
O 12.97 16.20 43.91
H 11.48 15.19 42.67
H 13.05 15.20 41.87
H 12.38 13.56 44.56
H 13.78 13.70 43.63
H 11.86 12.96 42.13
H 12.49 16.15 44.63
C 7.88 17.04 42.33
C 8.90 16.19 42.84
O 8.48 15.11 43.62
O 8.26 17.93 41.33
H 7.26 17.36 43.02
H 7.01 16.46 41.96
H 9.59 16.65 43.46
H 9.41 15.85 42.05
H 8.48 14.40 43.08
H 8.96 17.49 40.80
C 13.62 12.12 37.44
C 12.59 12.76 38.34
O 13.00 12.72 39.61
O 12.99 11.87 36.13
H 14.13 11.22 37.77
H 14.36 12.90 37.38
H 11.58 12.14 38.21
H 12.36 13.75 38.01
H 12.46 13.05 40.28
H 12.58 11.01 36.29
C 11.42 18.20 40.20
C 11.07 16.87 39.63
O 9.70 16.71 39.33
O 12.85 18.31 40.32
H 10.91 18.31 41.10
H 11.20 19.12 39.53
H 11.23 16.24 40.33
H 11.91 16.65 38.77
H 9.34 15.81 39.41
H 13.20 18.44 39.41
C 8.42 9.65 42.56
C 8.97 10.66 43.56
O 8.02 11.79 43.64
O 9.43 8.74 42.33
H 8.21 10.19 41.63
H 7.54 9.06 42.63
H 9.91 11.20 43.19
H 9.14 10.24 44.53
H 8.22 12.43 42.74
H 9.72 9.24 41.48
C 7.37 13.53 36.92
C 8.84 13.07 36.66
O 8.84 11.80 36.05
O 7.50 14.74 37.60
H 6.78 12.99 37.65
H 6.78 13.72 35.85
H 9.17 13.14 37.50
H 9.48 13.68 36.09
H 8.52 11.02 36.87
H 7.92 14.64 38.72
C 8.13 8.90 38.81
C 9.57 8.92 38.74
O 10.21 9.60 39.76
O 7.64 10.20 38.54
H 8.08 8.70 39.82
H 7.83 8.07 38.37
H 9.69 9.36 37.76
H 10.16 8.04 38.77
H 9.74 10.56 39.75
H 8.26 10.97 38.94